The following is a DFT calculation (ωB97M-V with the def2-TZVPD basis set) of C22H25N2O3Sn as an isolated structure at a distorted geometry.

For the HOMO-LUMO gap, the calculation gives 0.24368 hartree. Its charge is +1.

Last column: Löwdin charge in e.
Positions of all 53 atoms, in Å:
C  2.18440  0.07550  0.85840  -0.135
C  2.22580  -0.62650  -0.36810  -0.149
C  1.86280  0.26530  -1.40240  -0.141
H  2.47480  -1.66570  -0.48770  0.133
C  1.62990  1.52610  -0.81500  -0.139
C  1.83060  1.40940  0.57140  -0.145
H  1.29240  2.40740  -1.32930  0.115
C  -1.29790  -1.52800  1.22920  -0.140
C  -0.20090  -2.24520  0.72370  -0.134
C  -0.29590  -2.24890  -0.68470  -0.111
H  0.59110  -2.68680  1.30470  0.137
C  -1.44500  -1.52730  -1.07270  -0.261
C  -2.06170  -1.08790  0.12840  -0.103
H  1.79810  0.03590  -2.45230  0.122
H  1.65940  2.18740  1.29470  0.132
H  2.39900  -0.33170  1.83200  0.139
H  -2.94480  -0.47990  0.19860  0.139
H  0.41100  -2.70320  -1.35530  0.132
H  -1.50210  -1.31670  2.26550  0.128
Sn  0.00000  0.00000  0.00000  1.442
C  -1.97600  -1.31930  -2.47540  -0.476
C  -3.48440  -1.59050  -2.45500  -0.007
C  -1.29360  -2.26930  -3.45450  -0.010
H  -3.67890  -2.60090  -2.09780  0.104
H  -3.90230  -1.48130  -3.45030  0.087
H  -3.99700  -0.89940  -1.78750  0.092
H  -1.48430  -3.30730  -3.18710  0.104
H  -0.21500  -2.11430  -3.46430  0.084
H  -1.67310  -2.10520  -4.45690  0.098
C  -1.67900  0.13690  -2.85650  -0.073
C  -2.21680  0.65890  -4.17140  -0.451
H  -0.59440  0.27730  -2.86310  0.087
H  -2.03570  0.79800  -2.06760  0.134
O  -3.12410  0.14470  -4.81690  0.074
N  -1.61570  1.80170  -4.61570  0.076
C  -0.42910  2.43200  -4.08440  -0.141
H  -1.94000  2.09670  -5.52320  0.159
C  0.88840  1.85430  -4.55030  -0.227
C  2.07010  2.47810  -4.15380  -0.068
H  2.02420  3.34940  -3.51210  0.116
C  3.29990  1.98770  -4.55960  -0.072
H  4.20750  2.48390  -4.24260  0.111
C  3.36930  0.85510  -5.36210  -0.077
H  4.32950  0.46770  -5.67480  0.109
C  2.19940  0.22300  -5.75160  -0.068
H  2.24210  -0.66060  -6.37460  0.110
C  0.96600  0.72200  -5.35020  -0.040
H  0.05840  0.22760  -5.66820  0.113
H  -0.45680  2.40640  -2.99610  0.105
H  -0.46980  3.48760  -4.35400  0.140
O  -1.38500  1.93680  3.22610  0.075
N  -0.79960  1.17940  2.51510  -0.181
O  -0.95900  1.24520  1.21100  -0.247

***

The following is a DFT calculation (ωB97M-V with the def2-TZVPD basis set) of C22H25N2O4Yb as an isolated structure at a distorted geometry.

The value obtained for the energy above the lowest of the compared OMol25 structures with the same formula, charge and spin is 0.0 kcal/mol. For the HOMO-LUMO gap (spin up / spin down), the calculation gives 0.28841 / 0.28976 hartree. As for the multiplicity: 2. Its charge is 0.

Last column: Löwdin charge in e.
Positions of all 54 atoms, in Å:
C  -1.25210  1.14130  1.86933  -0.213
C  -0.11824  1.93747  1.55153  -0.193
C  -0.34596  2.54694  0.29300  -0.191
H  0.75902  2.08583  2.17581  0.107
C  -1.63462  2.14801  -0.16269  -0.200
C  -2.19297  1.28088  0.81300  -0.214
H  -2.13331  2.51485  -1.05860  0.080
C  1.48304  -2.10051  0.66657  -0.196
C  1.86369  -0.97513  1.45324  -0.181
C  2.47012  -0.01976  0.59247  -0.132
H  1.73874  -0.87528  2.53090  0.111
C  2.43463  -0.53877  -0.73583  -0.315
C  1.83474  -1.83487  -0.68406  -0.147
H  0.29968  3.28143  -0.18320  0.091
H  -3.18709  0.83700  0.77916  0.108
H  -1.37780  0.54183  2.76805  0.107
H  1.73416  -2.51309  -1.53520  0.109
H  2.93023  0.92856  0.87776  0.110
H  1.06452  -3.03375  1.03607  0.109
Yb  -0.19318  -0.17735  -0.04873  1.755
C  2.88968  0.15793  -1.99580  -0.497
C  3.56686  -0.87108  -2.91630  -0.034
C  3.85348  1.31265  -1.68101  -0.031
H  4.39091  -1.35691  -2.37743  0.100
H  3.94963  -0.36658  -3.80809  0.073
H  2.85404  -1.63922  -3.23791  0.083
H  4.70557  0.94533  -1.09543  0.099
H  3.35357  2.11299  -1.11803  0.082
H  4.22095  1.73633  -2.62290  0.087
C  1.61785  0.76022  -2.67047  -0.072
C  1.87004  1.40496  -4.03819  -0.448
H  1.18824  1.53647  -2.00606  0.095
H  0.83953  -0.01634  -2.83590  0.129
O  2.85927  1.18220  -4.73929  0.039
N  0.93477  2.29136  -4.50278  0.055
C  -0.25903  2.82205  -3.85244  -0.138
H  1.10647  2.60704  -5.45058  0.152
C  0.01729  4.03619  -2.98449  -0.227
C  -1.05578  4.68028  -2.35946  -0.075
H  -2.06786  4.31345  -2.55280  0.115
C  -0.83229  5.76016  -1.50461  -0.078
H  -1.67812  6.22485  -0.99592  0.109
C  0.46830  6.24129  -1.30958  -0.087
H  0.64134  7.09647  -0.65461  0.104
C  1.53982  5.62839  -1.96521  -0.075
H  2.55910  5.99393  -1.83694  0.106
C  1.31447  4.53159  -2.80952  -0.039
H  2.14530  4.06665  -3.34723  0.113
H  -0.75163  2.03287  -3.25724  0.112
H  -0.96630  3.10508  -4.64812  0.135
O  -2.41521  -3.52903  1.65625  0.050
N  -1.68200  -2.57661  1.90290  -0.493
O  -1.17956  -2.31430  3.00872  0.021
O  -1.38204  -1.74425  0.87544  -0.272

***

The highest charge belongs to which entry? C22H25N2O3Sn

***

The lowest charge belongs to which entry? C22H25N2O4Yb

***

charge of number 2 (C22H25N2O4Yb)? 0

***

The highest charge belongs to which entry? C22H25N2O3Sn